{
  "formula": "C35H33BF5FeN10O2",
  "method": "wB97M-V/def2-TZVPD",
  "symbols": ["Fe", "C", "C", "C", "C", "N", "N", "B", "N", "C", "C", "C", "C", "N", "N", "C", "C", "C", "C", "N", "N", "C", "C", "C", "C", "N", "H", "H", "H", "H", "H", "H", "H", "H", "H", "H", "H", "H", "H", "H", "H", "H", "H", "H", "H", "H", "C", "O", "C", "C", "C", "C", "C", "C", "N", "N", "C", "C", "O", "C", "C", "C", "C", "C", "C", "C", "C", "H", "H", "H", "H", "H", "H", "H", "H", "H", "H", "H", "H", "H", "F", "C", "F", "C", "F", "F", "F"],
  "xyz": [[-0.194, 0.261, -0.274], [1.940, -2.718, 0.661], [0.632, -2.375, 1.298], [0.100, -3.068, 2.390], [-1.107, -2.468, 2.652], [-1.282, -1.480, 1.766], [-0.210, -1.400, 0.924], [-2.380, -0.393, 1.775], [-2.946, -0.205, 0.357], [-4.222, -0.176, -0.061], [-4.223, 0.158, -1.397], [-2.874, 0.336, -1.737], [-2.300, 0.708, -3.061], [-2.126, 0.104, -0.661], [-1.665, 0.918, 2.210], [-1.734, 1.676, 3.316], [-0.760, 2.642, 3.245], [-0.087, 2.392, 2.041], [1.090, 3.153, 1.528], [-0.632, 1.343, 1.432], [-3.557, -0.755, 2.669], [-4.472, 0.040, 3.275], [-5.530, -0.742, 3.660], [-5.190, -2.039, 3.222], [-5.974, -3.303, 3.366], [-4.016, -2.035, 2.615], [2.395, -3.521, 1.239], [1.823, -3.075, -0.358], [2.636, -1.880, 0.650], [0.549, -3.902, 2.902], [-1.859, -2.681, 3.388], [-5.029, -0.409, 0.614], [-5.075, 0.255, -2.048], [-2.932, 0.323, -3.861], [-2.239, 1.792, -3.160], [-1.296, 0.305, -3.177], [-2.440, 1.469, 4.099], [-0.539, 3.408, 3.967], [0.789, 4.145, 1.191], [1.820, 3.277, 2.330], [1.585, 2.648, 0.704], [-4.346, 1.106, 3.348], [-6.420, -0.428, 4.177], [-6.899, -3.122, 3.912], [-6.229, -3.716, 2.390], [-5.401, -4.058, 3.905], [-1.850, -2.898, -1.692], [-0.824, -1.966, -1.994], [0.387, -2.452, -2.353], [0.591, -3.751, -2.802], [1.867, -4.179, -3.140], [2.943, -3.313, -3.038], [2.740, -2.016, -2.594], [1.474, -1.574, -2.239], [1.255, -0.263, -1.700], [2.137, 0.552, -2.109], [2.050, 1.891, -1.911], [0.811, 2.533, -1.650], [-0.232, 1.919, -1.255], [0.722, 3.950, -1.899], [1.814, 4.669, -2.231], [3.105, 4.064, -2.392], [4.240, 4.835, -2.697], [5.466, 4.241, -2.867], [5.582, 2.851, -2.732], [4.486, 2.079, -2.429], [3.222, 2.669, -2.256], [-2.195, -3.415, -2.591], [-2.670, -2.321, -1.272], [-1.503, -3.627, -0.954], [-0.243, -4.433, -2.886], [2.013, -5.195, -3.482], [3.941, -3.646, -3.292], [3.571, -1.333, -2.490], [-0.249, 4.408, -1.761], [1.732, 5.741, -2.376], [4.130, 5.908, -2.796], [6.337, 4.839, -3.100], [6.549, 2.379, -2.861], [4.587, 1.009, -2.311], [1.906, 0.456, 3.229], [2.728, 0.019, 2.285], [2.277, 0.372, 1.072], [4.148, 0.507, 2.488], [4.622, 0.075, 3.658], [4.229, 1.852, 2.486], [4.929, 0.052, 1.505]],
  "forces_ev_per_angstrom": [[0.383, 0.414, 0.362], [0.011, 0.005, 0.046], [-0.090, 0.001, 0.019], [0.008, -0.047, 0.004], [0.016, 0.020, 0.005], [0.027, -0.161, -0.006], [-0.043, -0.074, 0.138], [-0.004, 0.211, -0.077], [0.053, 0.077, -0.077], [-0.100, -0.063, -0.003], [-0.089, -0.019, 0.022], [0.103, -0.088, 0.101], [0.011, 0.014, 0.014], [0.032, 0.162, -0.155], [0.115, -0.003, 0.009], [-0.025, -0.010, 0.078], [0.032, -0.024, 0.010], [-0.023, -0.006, 0.048], [0.003, -0.043, -0.024], [-0.420, -0.252, -0.131], [0.062, -0.128, 0.087], [-0.037, 0.064, -0.089], [-0.006, 0.009, 0.002], [0.001, -0.011, -0.010], [-0.002, -0.001, 0.001], [0.003, 0.009, 0.069], [0.032, 0.023, 0.031], [0.000, -0.029, 0.025], [-0.024, -0.062, -0.151], [-0.008, -0.014, 0.002], [-0.017, -0.009, -0.005], [-0.012, 0.003, -0.011], [-0.009, 0.006, 0.005], [0.000, 0.003, -0.008], [0.011, 0.002, -0.005], [-0.001, -0.012, 0.011], [-0.018, -0.014, -0.012], [-0.011, 0.006, 0.005], [0.020, -0.006, -0.033], [-0.013, 0.048, 0.004], [-0.027, 0.019, -0.023], [0.043, -0.002, 0.003], [-0.001, -0.005, 0.001], [-0.001, 0.001, -0.001], [0.002, -0.001, -0.001], [-0.001, -0.001, 0.002], [0.020, 0.000, 0.016], [0.010, -0.084, -0.132], [-0.056, 0.066, 0.101], [0.048, -0.041, 0.000], [-0.029, -0.022, -0.001], [0.038, 0.032, 0.001], [-0.006, -0.041, -0.045], [0.062, 0.019, 0.046], [-0.288, -0.206, -0.392], [0.094, 0.026, 0.105], [-0.156, -0.021, -0.010], [-0.035, -0.133, -0.069], [0.171, 0.266, 0.062], [0.054, 0.055, -0.003], [-0.013, 0.003, 0.011], [0.011, 0.000, 0.002], [-0.008, -0.014, -0.001], [0.014, 0.005, -0.005], [-0.001, -0.004, 0.004], [0.023, 0.020, -0.005], [-0.024, -0.009, 0.005], [-0.012, -0.004, 0.001], [0.000, -0.014, -0.006], [0.002, -0.010, -0.001], [-0.005, 0.010, 0.008], [0.002, -0.002, 0.001], [0.002, -0.002, -0.008], [0.001, 0.008, -0.006], [-0.006, -0.005, -0.004], [0.003, 0.002, -0.004], [0.000, 0.002, -0.002], [0.000, 0.002, 0.000], [0.003, -0.001, -0.003], [-0.004, -0.002, -0.014], [0.309, -0.491, -0.283], [-0.729, 1.225, -0.184], [0.279, -0.338, 0.483], [0.649, 0.033, 0.055], [-0.082, -0.012, -0.062], [-0.200, -0.325, -0.028], [-0.124, -0.002, 0.089]],
  "mulliken_charge": [0.912, -0.724, 0.179, -1.848, -0.308, 0.432, 1.548, -0.360, 1.737, 0.038, -1.792, 0.415, -1.407, 0.117, 0.558, 0.235, -2.283, 0.559, -1.003, 0.263, 0.427, -0.274, -1.311, 0.742, -1.289, -1.196, 0.475, -0.078, -0.125, 0.511, 0.612, 0.432, 0.516, 0.432, 0.233, 0.101, 0.706, 0.492, 0.399, 0.343, -0.151, 0.696, 0.425, 0.361, 0.274, 0.300, -1.115, -0.307, 0.508, -0.725, -0.684, -0.937, -0.633, -0.041, 2.385, -1.321, 0.202, -0.205, -0.342, -0.749, -1.026, 0.890, -0.855, -0.579, -0.763, -0.559, 0.722, 0.392, 0.088, 0.438, 0.390, 0.416, 0.394, 0.427, 0.586, 0.362, 0.400, 0.386, 0.415, 0.364, -0.232, -0.150, 0.130, 0.740, -0.273, -0.211, -0.245],
  "homo_lumo_gap_ev": [7.0114, 6.0190],
  "homo_energy_ev": [-7.378, -7.302],
  "e_lumo_ev": [-0.4, -1.3],
  "total_charge": 0,
  "multiplicity": 2,
  "total_energy_ev": -104479.5097
}



{
  "formula": "C2H5N2O",
  "method": "wB97M-V/def2-TZVPD",
  "symbols": ["C", "N", "O", "C", "N", "H", "H", "H", "H", "H"],
  "xyz": [[1.412, 0.471, -0.017], [0.371, -0.439, -0.461], [0.532, -1.579, -0.822], [-0.868, 0.028, -0.467], [-1.885, -0.189, 0.255], [2.438, 0.095, -0.267], [1.283, 1.448, -0.481], [1.152, 0.599, 1.087], [-1.693, -0.557, 1.234], [-2.741, 0.124, -0.062]],
  "forces_ev_per_angstrom": [[0.987, 0.682, 1.115], [-0.839, 0.227, 0.910], [0.702, -0.676, -0.436], [-0.764, 0.123, -1.608], [3.887, -1.008, 2.502], [-1.149, -0.001, 0.536], [-0.138, -0.111, -0.134], [0.980, -0.219, -1.212], [-1.182, 0.198, -1.347], [-2.483, 0.786, -0.326]],
  "mulliken_charge": [-0.682, 0.540, -0.392, 0.103, -0.140, 0.318, 0.328, 0.324, 0.304, 0.296],
  "homo_lumo_gap_ev": [9.2838, 9.2812],
  "homo_energy_ev": [-15.489, -15.488],
  "de_lowest_ev": 5.160,
  "e_lumo_ev": [-6.2, -6.2],
  "smiles": "C[N+]([O-])=C=[NH2+]",
  "total_charge": 1,
  "multiplicity": 1,
  "total_energy_ev": -7170.8717
}



{
  "formula": "C3H4INO",
  "method": "wB97M-V/def2-TZVPD",
  "symbols": ["C", "C", "C", "N", "O", "I", "H", "H", "H", "H"],
  "xyz": [[1.393, 2.096, -0.621], [-0.335, 0.674, -0.379], [0.839, -0.132, 0.309], [0.226, 1.881, -0.875], [1.961, 0.642, 0.386], [2.820, 3.459, -0.995], [-0.751, 0.120, -1.222], [-1.138, 0.932, 0.315], [0.531, -0.447, 1.313], [1.036, -1.029, -0.302]],
  "forces_ev_per_angstrom": [[0.527, -3.203, 1.889], [-0.097, -0.870, 0.487], [-0.626, -0.554, -0.277], [0.429, 1.214, -0.543], [-0.106, 3.243, -1.668], [0.190, 0.166, 0.015], [-0.138, 0.015, 0.130], [0.004, -0.094, -0.089], [-0.088, 0.007, -0.092], [-0.096, 0.077, 0.148]],
  "mulliken_charge": [0.191, -0.421, -0.119, -0.357, -0.518, 0.229, 0.267, 0.267, 0.243, 0.218],
  "homo_lumo_gap_ev": 9.4435,
  "homo_energy_ev": -9.391,
  "de_lowest_ev": 1.764,
  "e_lumo_ev": 0.1,
  "total_charge": 0,
  "multiplicity": 1,
  "total_energy_ev": -14811.6495
}



{
  "formula": "C6H13O2S",
  "method": "wB97M-V/def2-TZVPD",
  "symbols": ["C", "C", "C", "O", "O", "H", "H", "H", "H", "H", "C", "C", "C", "S", "H", "H", "H", "H", "H", "H", "H", "H"],
  "xyz": [[0.729, 2.469, 0.997], [-0.445, 3.020, 0.210], [1.931, 1.879, 0.107], [2.160, 2.691, -0.823], [2.484, 0.836, 0.476], [1.194, 3.307, 1.588], [0.444, 1.640, 1.662], [-0.695, 2.325, -0.638], [0.039, 3.734, -0.459], [-1.322, 3.149, 0.861], [-0.929, -2.636, -0.980], [-2.388, -2.193, -0.830], [1.408, -1.703, 0.638], [-0.084, -2.663, 0.639], [-0.690, -3.502, -1.589], [-0.472, -1.713, -1.448], [-2.614, -1.596, -1.686], [-2.828, -1.610, 0.038], [1.248, -0.945, -0.138], [1.497, -1.328, 1.664], [2.412, -2.113, 0.468], [-3.077, -3.048, -0.757]],
  "forces_ev_per_angstrom": [[1.058, -1.028, 0.766], [0.848, -1.725, -1.543], [-1.403, 2.378, 0.431], [0.689, -0.807, -0.520], [0.345, -0.046, -0.181], [-0.429, -0.833, -0.254], [-0.120, 0.388, 0.190], [-0.271, -0.176, 1.063], [-0.765, 1.304, 0.648], [0.238, 0.867, -0.616], [1.384, 3.272, 0.744], [-1.633, -0.998, 0.919], [0.515, 0.629, -0.646], [-0.804, -1.867, 0.938], [-0.509, -0.078, 0.012], [-0.017, -1.194, 0.046], [-0.551, 0.152, -0.740], [1.822, -0.294, -0.524], [0.381, 0.322, 0.832], [-0.398, 0.577, -0.525], [-0.546, -0.758, -0.413], [0.167, -0.084, -0.626]],
  "mulliken_charge": [-0.259, -1.062, 0.412, -0.726, -0.699, 0.223, 0.233, 0.238, 0.330, 0.315, -0.369, -1.036, -0.521, -0.199, 0.360, 0.181, 0.317, 0.310, 0.036, 0.261, 0.341, 0.313],
  "homo_lumo_gap_ev": 6.9892,
  "homo_energy_ev": -3.890,
  "de_lowest_ev": 1.443,
  "e_lumo_ev": 3.1,
  "total_charge": -1,
  "multiplicity": 1,
  "total_energy_ev": -21363.1894
}



{
  "formula": "C7H8N2O2",
  "method": "wB97M-V/def2-TZVPD",
  "symbols": ["C", "C", "C", "C", "C", "C", "C", "H", "H", "H", "H", "H", "H", "H", "H", "N", "N", "O", "O"],
  "xyz": [[-1.231, 0.704, -0.005], [-2.516, -1.086, 0.125], [-1.389, -1.917, 0.124], [-0.200, -1.322, -0.029], [-0.046, 0.044, -0.024], [1.184, 0.873, -0.110], [2.453, 0.017, 0.218], [-2.048, 2.616, 0.221], [-0.548, 2.764, 0.456], [-3.374, -1.725, 0.190], [-1.472, -3.106, 0.116], [0.782, -1.924, -0.311], [1.398, 1.414, -1.361], [1.328, 1.928, 0.456], [3.704, -0.955, -0.496], [-1.366, 2.150, -0.014], [-2.521, 0.166, 0.092], [2.986, -0.445, -0.936], [2.876, -0.198, 1.289]],
  "forces_ev_per_angstrom": [[-4.457, 4.210, 1.344], [-0.049, -4.891, 0.625], [-0.419, -3.149, -0.480], [4.771, -1.993, -1.077], [-0.592, 1.948, -0.127], [3.173, 3.041, -2.701], [-2.907, 2.236, -2.862], [-9.985, 4.526, 2.816], [-1.957, -2.488, -1.752], [-1.363, 0.646, 0.032], [0.020, 2.966, 0.015], [-2.152, 0.934, 1.066], [-0.866, -2.034, 3.603], [-0.962, -2.871, -0.610], [0.195, -0.184, -1.195], [13.352, -4.530, -1.597], [2.159, 3.055, -0.614], [1.039, -0.794, 1.560], [1.001, -0.629, 1.954]],
  "mulliken_charge": [0.370, -0.143, -0.389, -0.303, 0.552, -0.313, 0.334, 0.234, 0.195, 0.329, 0.227, 0.214, 0.209, 0.181, 0.334, -0.482, -0.615, -0.421, -0.512],
  "homo_lumo_gap_ev": 9.1768,
  "homo_energy_ev": -8.572,
  "de_lowest_ev": 3.345,
  "e_lumo_ev": 0.6,
  "total_charge": 0,
  "multiplicity": 1,
  "total_energy_ev": -14461.1135
}



{
  "formula": "C5H14",
  "method": "wB97M-V/def2-TZVPD",
  "symbols": ["C", "C", "C", "H", "H", "H", "H", "H", "H", "H", "H", "C", "C", "H", "H", "H", "H", "H", "H"],
  "xyz": [[-0.753, -1.222, 0.741], [-1.602, -0.328, -0.163], [-2.944, -0.018, 0.511], [-0.090, -1.933, 0.234], [-0.240, -0.576, 1.441], [-1.435, -1.919, 1.256], [-1.061, 0.619, -0.277], [-1.795, -0.689, -1.162], [-2.762, 0.331, 1.529], [-3.442, 0.819, 0.004], [-3.549, -0.922, 0.467], [2.142, 1.040, 0.079], [2.841, 0.445, -1.141], [1.209, 1.477, -0.302], [1.857, 0.225, 0.734], [2.709, 1.851, 0.533], [3.538, -0.360, -0.935], [3.300, 1.191, -1.791], [2.078, -0.031, -1.760]],
  "forces_ev_per_angstrom": [[-0.883, -1.103, -0.470], [0.095, 0.892, 0.435], [0.493, 0.490, -0.490], [0.310, 0.673, -0.111], [0.247, -0.306, 0.327], [0.199, 0.400, 0.300], [-0.045, -0.083, -0.217], [0.153, -0.444, -0.241], [-0.195, -0.330, 0.143], [-0.118, -0.380, -0.018], [-0.284, 0.175, 0.344], [-0.360, 0.124, -1.108], [-0.473, -0.191, -0.578], [0.146, 0.070, 0.352], [0.149, 0.229, 0.527], [0.052, -0.328, 0.400], [0.399, 0.157, 0.286], [0.171, 0.011, 0.207], [-0.058, -0.056, -0.088]],
  "mulliken_charge": [-1.093, 0.028, -1.267, 0.289, 0.240, 0.396, 0.062, 0.322, 0.319, 0.367, 0.333, -0.527, -0.934, 0.117, 0.135, 0.351, 0.296, 0.318, 0.249],
  "homo_lumo_gap_ev": 12.5483,
  "homo_energy_ev": -11.387,
  "de_lowest_ev": 0.336,
  "e_lumo_ev": 1.2,
  "smiles": "CCC.CC",
  "total_charge": 0,
  "multiplicity": 1,
  "total_energy_ev": -5411.7132
}